(1)
ORCA calculation (ωB97M-V/def2-TZVPD) on an isolated molecule of C10H11N3 at a distorted geometry.

The calculation puts the HOMO-LUMO gap at 7.16 eV. Its SMILES is C=c1[nH]cc/c1=C(\C)c1cn[nH]c1. The value obtained for the relative energy (zero: lowest compared OMol25 entry of this formula, charge and spin) is 357.3 kJ/mol. As for the max |F|: 0.080 Eh/bohr.

The geometry in XYZ format:
```
24
C10H11N3 ωB97M-V/def2-TZVPD
C -1.532 1.973 0.121
C -2.222 0.536 -1.417
C -1.142 0.880 -0.695
C 2.370 -0.863 0.007
C 2.847 -1.480 1.096
C 1.008 -0.375 0.312
C 0.814 -0.637 1.755
C -0.322 -0.464 2.452
C 0.096 0.103 -0.686
C 0.619 -0.122 -2.135
N -2.743 2.306 -0.160
N -3.160 1.458 -1.118
N 1.982 -1.255 2.199
H -0.855 2.611 0.666
H -2.384 -0.278 -2.042
H 2.774 -0.864 -0.991
H 3.737 -1.956 1.454
H -0.576 -0.760 3.436
H -1.045 -0.043 1.853
H -0.292 -0.074 -2.824
H 1.270 0.751 -2.471
H 1.064 -1.212 -2.370
H -4.085 1.603 -1.379
H 1.778 -1.837 2.937
```

=====

(2)
ORCA calculation (ωB97M-V/def2-TZVPD) on an isolated molecule of C5H7NO.

The calculation puts the HOMO-LUMO gap at 10.66 eV. Its SMILES is C/C=C\CN=C=O. The value obtained for the relative energy (zero: lowest compared OMol25 entry of this formula, charge and spin) is 77.3 kJ/mol. As for the max |F|: 0.014 Eh/bohr.

The geometry in XYZ format:
```
14
C5H7NO ωB97M-V/def2-TZVPD
O -1.634 -1.618 -2.005
C -0.633 -1.013 -1.866
C -0.511 -0.685 1.433
C -0.405 0.753 1.018
C 0.308 1.234 0.000
C 1.168 0.397 -0.923
N 0.424 -0.439 -1.844
H -0.236 -0.807 2.487
H -1.545 -1.037 1.328
H -0.988 1.460 1.610
H 0.281 2.302 -0.203
H 1.838 -0.251 -0.345
H 1.806 1.048 -1.526
H 0.127 -1.344 0.837
```

=====

(3)
ORCA calculation (ωB97M-V/def2-TZVPD) on a cluster of 2 separate species, C2H9N2 in total at a distorted geometry.

The calculation puts the HOMO-LUMO gap at 11.12 eV. The total charge is +1. The value obtained for the relative energy (zero: lowest compared OMol25 entry of this formula, charge and spin) is 152.9 kJ/mol. As for the max |F|: 0.051 Eh/bohr.

The geometry in XYZ format:
```
13
C2H9N2 ωB97M-V/def2-TZVPD
N 2.231 -0.569 -0.466
H 0.388 -0.561 0.117
H 2.562 0.326 -0.803
H 2.183 -1.320 -1.151
H 2.998 -1.005 0.055
C -1.844 1.046 -0.480
C -1.142 0.809 0.613
N -0.460 -0.514 0.742
H -1.584 0.580 -1.437
H -2.716 1.702 -0.447
H -1.112 1.532 1.419
H -0.386 -0.958 1.652
H -1.118 -1.067 0.185
```

=====

(4)
ORCA calculation (ωB97M-V/def2-TZVPD) on a cluster of 2 separate species, C3H11NO2Si in total at a distorted geometry.

The calculation puts the HOMO-LUMO gap at 7.73 eV. Its SMILES is C[Si](C)=O.CNO. The value obtained for the relative energy (zero: lowest compared OMol25 entry of this formula, charge and spin) is 563.9 kJ/mol. As for the max |F|: 0.102 Eh/bohr.

The geometry in XYZ format:
```
18
C3H11NO2Si ωB97M-V/def2-TZVPD
C -1.146 2.596 -1.891
C 0.074 -2.228 2.753
C 1.937 -0.512 0.857
N -2.490 2.075 -1.667
O -1.102 -0.388 0.747
O -2.400 0.738 -1.570
Si 0.188 -0.974 1.305
H -1.448 3.782 -1.846
H -0.539 2.235 -1.139
H -0.775 2.209 -2.861
H 1.059 -2.762 2.736
H -0.070 -1.865 3.871
H -0.831 -2.928 2.598
H 1.897 -0.002 -0.187
H 2.333 0.030 1.773
H 2.641 -1.420 0.545
H -3.103 2.188 -2.474
H -2.085 0.400 -0.694
```

=====

(5)
ORCA calculation (ωB97M-V/def2-TZVPD) on an isolated molecule of C3H6OS at a distorted geometry.

The calculation puts the HOMO-LUMO gap at 10.14 eV. Its SMILES is SC[C@H]1CO1. The value obtained for the relative energy (zero: lowest compared OMol25 entry of this formula, charge and spin) is 224.6 kJ/mol. As for the max |F|: 0.054 Eh/bohr.

The geometry in XYZ format:
```
11
C3H6OS ωB97M-V/def2-TZVPD
C -0.947 -1.567 0.207
C 0.069 -0.706 -0.420
C 0.170 0.829 -0.283
O -1.004 -1.292 -1.188
S 1.473 1.202 0.950
H -0.607 -2.659 0.378
H -1.864 -1.266 0.903
H 1.010 -1.318 -0.721
H -0.856 1.236 0.100
H 0.495 1.294 -1.325
H 1.175 2.351 1.570
```

=====

(6)
ORCA calculation (ωB97M-V/def2-TZVPD) on a cluster of 3 separate species, C2H8N2O4 in total at a distorted geometry.

The calculation puts the HOMO-LUMO gap at 11.30 eV. Its SMILES is NC(=O)NC=O.O.O. The value obtained for the relative energy (zero: lowest compared OMol25 entry of this formula, charge and spin) is 72.0 kJ/mol. As for the max |F|: 0.024 Eh/bohr.

The geometry in XYZ format:
```
16
C2H8N2O4 ωB97M-V/def2-TZVPD
O 1.158 -2.945 -1.391
C 1.362 -2.291 -0.390
N 0.466 -1.363 0.081
C -0.486 -0.625 -0.651
N -0.860 -1.134 -1.835
O -0.871 0.422 -0.164
H 2.278 -2.386 0.206
H 0.640 -0.963 0.965
H -0.559 -2.072 -2.038
H -1.321 -0.445 -2.404
H -0.400 3.165 -0.867
H -1.655 2.404 -0.676
O -1.300 3.296 -0.559
H 1.112 1.815 3.724
H 0.091 1.789 2.593
O 0.344 1.332 3.405
```